Record 1
Formula: C16H36N2O10
Source: the OMol25 dataset
Level of theory: the ωB97M-V functional and the def2-TZVPD basis

Results
2S+1: 1
ΔE to the lowest compared entry with this formula, charge and spin in eV: 2.459
Charge: -2
Highest occupied orbital energy in eV: -1.4

The geometry in XYZ format:
```
64
C16H36N2O10, DFT the ωB97M-V functional and the def2-TZVPD basis
O -6.0895 -2.1998 -3.3250
O 1.5896 -2.7202 -9.5720
O 5.9466 -2.3255 -3.3589
O 0.9620 -2.7981 -7.5176
O 6.5609 -3.8753 -1.9805
O 0.3563 6.1971 5.6439
O -1.4045 -6.2512 -0.3807
O -2.2752 -6.5117 1.5513
O -0.5253 0.3243 -0.2488
O -4.8778 -0.8235 -4.5123
N -0.6892 4.3416 7.7245
N -0.7607 -2.3874 -2.8975
C 0.6453 -0.7017 -8.5898
C -5.8406 -1.0598 -3.7628
C 0.7736 2.5550 6.8601
C -1.3586 -6.0771 0.8279
C -0.0783 -0.1490 1.0167
C 1.1213 -2.1365 -8.5725
C -6.7530 0.0496 -3.1959
C -0.1719 -5.4079 1.5169
C 0.3254 6.9767 4.4552
C 0.5416 4.0793 6.8773
C 0.6715 -0.4085 -2.8119
C 6.1591 -2.7222 -2.1695
C -1.1343 -0.6136 -1.0696
C 6.0799 -1.6782 -1.0314
C -0.1339 -1.3341 -2.0206
C 0.4838 4.7458 5.4934
H -1.5448 3.9225 7.3891
H -0.9329 -0.4983 1.5962
H -1.7861 0.1014 -1.5715
H -0.3302 4.3129 4.9119
H -7.8047 -0.2309 -3.1373
H -0.2321 -0.7180 -7.9433
H -0.4954 6.7118 3.7887
H 1.4149 -0.0741 -8.1402
H 1.2748 6.7307 3.9797
H 0.0416 0.2388 -3.4221
H 0.2610 8.0479 4.6462
H -0.5104 4.1430 8.6985
H -6.3826 0.2762 -2.1962
H -0.8240 -3.2764 -2.4225
H -1.7028 -2.1452 -3.1694
H 0.6411 -0.9494 0.8433
H 0.5575 -0.3662 -9.6231
H -6.5767 1.0235 -3.6526
H 5.4077 -0.8355 -1.1929
H -0.8744 5.3341 7.7527
H 5.9007 -2.1491 -0.0648
H 1.2928 4.5888 7.4808
H 0.8134 -5.8661 1.6026
H -0.1365 -4.3631 1.2082
H 1.6458 2.2520 6.2808
H 1.4104 -0.9702 -3.3834
H -0.0069 1.8599 6.5507
H 0.5599 -1.8498 -1.3566
H -1.9196 -1.2058 -0.5996
H -0.2169 -2.5038 -3.7406
H 0.5103 0.5610 1.5978
H 7.0281 -1.1765 -0.8386
H 1.4281 4.5843 4.9734
H 1.2691 0.3413 -2.2935
H 0.9895 2.3350 7.9056
H -0.2934 -5.2754 2.5919
```



Record 2
Formula: C16H36N2O7P
Source: the OMol25 dataset
Level of theory: the ωB97M-V functional and the def2-TZVPD basis

Results
2S+1: 2
Highest occupied orbital energy (spin up / spin down) in eV: -8.6 / -8.6

The geometry in XYZ format:
```
62
C16H36N2O7P, DFT the ωB97M-V functional and the def2-TZVPD basis
P -5.3417 -0.7757 -0.7289
O -5.1327 -2.3017 -0.0553
O -3.1806 0.3757 -2.0521
O 2.9898 -4.1830 1.2517
O -0.5342 1.9333 1.5707
O 2.6324 -0.0069 0.4362
O -6.4564 0.1129 0.1603
O 2.0869 4.3655 -1.7411
N -2.2679 -1.6059 -3.1003
N -1.6076 1.3495 1.1893
C 3.6230 -0.2402 -0.5611
C 2.7361 -6.4645 0.4852
C -3.6527 0.1455 -0.7133
C -0.3588 0.0966 -0.6521
C -2.6925 -0.7114 0.1868
C -3.8571 1.5142 0.0187
C -2.9875 3.3481 1.4765
C -1.3766 0.0454 0.5432
C -2.8069 -0.7294 -2.6516
C 3.5700 -5.4846 1.2883
C -1.8661 3.0155 -0.7345
C -0.6624 -0.8617 1.6303
C -2.5309 2.2275 0.4470
C 3.6735 -1.7103 -0.9277
C 3.1407 3.5293 -1.2691
C 4.0815 4.3128 -0.3738
H 3.6759 3.1159 -2.1311
H 3.9099 -2.3176 -0.0522
H -5.5229 -2.3138 0.8384
H 0.4022 -0.6105 1.7339
H -1.2347 -0.7546 2.5742
H 4.4257 -1.8958 -1.6976
H 0.6157 0.4448 -0.2622
H -0.2398 -0.9546 -0.9929
H -2.3249 4.2234 1.3362
H 4.5754 -5.4095 0.8741
H -2.3095 4.0304 -0.8156
H -4.3727 1.2725 0.9753
H 2.7024 -2.0460 -1.2960
H -2.0113 2.5340 -1.7202
H 3.3643 0.3634 -1.4319
H 2.6889 2.7047 -0.7167
H 3.5395 4.7288 0.4770
H -4.0187 3.6921 1.2514
H -2.5087 -1.7332 -0.1874
H 2.4875 5.0884 -2.2367
H 2.1043 -4.2474 1.6272
H 2.6524 -6.1343 -0.5515
H 2.8666 -0.5327 1.2101
H 1.7206 -6.5262 0.8851
H 3.6493 -5.8069 2.3316
H 4.5211 5.1540 -0.9167
H -0.7245 0.6830 -1.5124
H 4.8876 3.6774 -0.0015
H -0.8287 -1.9070 1.2905
H -4.5280 2.2036 -0.5285
H -2.8653 3.0278 2.5269
H 4.5921 0.0997 -0.1802
H -6.2827 -0.0176 1.1143
H -3.2305 -0.8364 1.1577
H -0.7792 3.1655 -0.5984
H 3.1796 -7.4618 0.5026
```



Record 3
Formula: C16H36N3O5P2
Source: the OMol25 dataset
Level of theory: the ωB97M-V functional and the def2-TZVPD basis

Results
2S+1: 2
Highest occupied orbital energy (spin up / spin down) in eV: -8.1 / -9.2

The geometry in XYZ format:
```
62
C16H36N3O5P2, DFT the ωB97M-V functional and the def2-TZVPD basis
P 2.1416 0.3076 -0.8767
P 1.3202 1.9577 0.3172
O 1.2345 3.2666 -0.6094
O -1.1362 8.1415 2.7701
O 2.5064 2.2614 1.3590
O 0.4274 -4.4994 -0.6990
O 0.0605 1.7039 1.0200
N -0.5682 6.0670 2.1243
N 1.2934 -3.5755 -0.5169
N -3.9176 -2.3676 -0.7701
C 2.2500 -2.2605 1.4208
C 1.8879 -3.0382 -1.7840
C -1.8439 -0.6815 -1.9608
C -2.9394 -0.1173 -1.0598
C 0.9919 -2.6650 0.6426
C -4.2142 -0.9547 -1.0301
C -0.5078 0.0603 -1.7822
C 0.6408 -0.7824 -1.1739
C -1.1077 6.9456 3.0077
C 1.7593 -4.1115 -2.8592
C 3.3946 -2.7457 -1.6409
C -0.4489 4.6256 2.2380
C 1.0418 -1.8314 -2.2296
C 0.1909 -1.4504 0.1402
C 0.1194 -3.4537 1.6122
C -1.6690 6.3779 4.2938
H 2.0110 3.3993 -1.1759
H -2.1687 -0.5969 -3.0015
H 2.8331 -3.1503 1.6667
H -2.0564 7.2056 4.8794
H 3.9634 -3.6158 -1.9717
H -4.8936 -0.5261 -0.2830
H 1.5593 -1.3424 -3.0631
H 2.1144 0.9656 -2.1279
H 0.5980 4.3201 2.2063
H -4.7262 -0.8874 -1.9931
H -3.6449 -2.4863 0.2006
H -3.1946 0.8868 -1.4132
H -0.8699 4.2887 3.1798
H -0.1542 0.4196 -2.7538
H -0.2135 6.5047 1.2886
H 0.5714 -4.4185 1.8385
H 2.8900 -1.5573 0.9008
H 2.3120 -3.7742 -3.7395
H -0.8422 -1.7743 0.0036
H 1.9388 -1.7954 2.3580
H 0.1713 -0.7082 0.9422
H 0.1086 -2.2270 -2.6376
H 0.7250 -4.2876 -3.1431
H -2.5581 0.0122 -0.0401
H -2.4738 5.6697 4.0934
H -4.7515 -2.9300 -0.8931
H -0.9759 4.1202 1.4291
H -1.7455 -1.7504 -1.7688
H -0.6743 0.9419 -1.1624
H -0.8759 -3.6263 1.2103
H 3.7067 -2.5375 -0.6290
H 0.0260 -2.8831 2.5379
H 2.1994 -5.0463 -2.5146
H -0.8976 5.8611 4.8659
H 3.6876 -1.9074 -2.2750
H 3.3932 2.0533 1.0314
```



Record 4
Formula: C16H36N5O6P
Source: the OMol25 dataset
Level of theory: the ωB97M-V functional and the def2-TZVPD basis

Results
2S+1: 1
SMILES: C=CCP(C)ON=O.CN(C)C=O.CN(C)C=O.CN(C)C=O.CN(C)C=O
Highest occupied orbital energy in eV: -7.3

The geometry in XYZ format:
```
64
C16H36N5O6P, DFT the ωB97M-V functional and the def2-TZVPD basis
P -0.7837 -0.0253 -3.1588
O -2.5254 -2.2552 -4.6335
O 0.7428 3.1103 -2.3643
O -0.1118 1.1994 -2.1791
O -2.6976 5.6441 2.1997
O 2.4001 -1.3183 1.0739
O 3.3423 -0.4207 4.8560
N -0.0550 2.4174 -2.8582
N 3.8729 -2.6269 2.1808
N 2.9805 0.9172 6.6516
N -2.5798 4.9992 0.0235
N -4.5743 -2.5705 -5.5518
C -3.1523 5.6199 1.0722
C 4.7077 -2.8760 3.3378
C 3.4566 1.9800 7.5160
C -3.1763 5.0090 -1.2972
C -3.5811 -2.8586 -4.6938
C 1.4101 -1.4964 -2.3474
C 3.1019 -1.5284 2.0539
C -4.3911 -1.4656 -6.4795
C 1.6826 0.3153 6.9139
C 0.5554 -1.2394 -3.5578
C -1.7875 -0.9552 -1.9185
C 3.8602 -3.5999 1.1018
C -5.8131 -3.3229 -5.5788
C 2.2751 -0.6291 -1.7906
C -1.3226 4.2971 0.2242
C 3.6987 0.4687 5.6128
H -5.9501 -3.7757 -6.5628
H -1.4541 3.5158 0.9733
H -3.5207 -1.6519 -7.1090
H 4.4059 -3.8109 3.8169
H 3.1439 -0.8209 2.8994
H 3.0807 -0.1532 -2.3406
H -3.3842 3.9860 -1.6181
H 1.0930 -0.8918 -4.4401
H 2.1836 -0.4503 -0.7206
H 0.0149 -2.1589 -3.7797
H -4.1078 5.5715 -1.2859
H -4.2200 -0.5422 -5.9257
H -2.4082 -1.6794 -2.4232
H -5.2752 -1.3585 -7.1029
H 3.5330 1.6156 8.5421
H -1.0804 -1.4817 -1.2747
H 4.6643 0.9869 5.4948
H -6.6545 -2.6587 -5.3719
H -2.3279 -0.2552 -1.2885
H -4.1012 6.1211 0.8115
H -2.4915 5.4724 -2.0103
H 5.7530 -2.9569 3.0274
H 1.2283 0.7849 7.7822
H 1.0335 0.4448 6.0478
H 1.8008 -0.7530 7.0963
H 2.8476 -3.9790 0.9549
H 1.3062 -2.4622 -1.8600
H 2.7605 2.8200 7.4865
H 4.6095 -2.0640 4.0527
H -0.5657 4.9950 0.5829
H -3.8121 -3.7100 -4.0306
H -5.7927 -4.1101 -4.8283
H 4.5257 -4.4255 1.3434
H 4.1847 -3.1293 0.1726
H -0.9941 3.8538 -0.7101
H 4.4360 2.3222 7.1891
```